[1]
172
Properties=species:S:1:pos:R:3 method="wB97M-V/def2-TZVPD" charge=+1 homo_ev=-10.50 e_lumo_ev=-2.5 homo_lumo_gap_ev=8.02
S -0.32 1.27 -3.58
F -1.68 7.45 -1.16
F -3.92 7.23 -0.99
F -2.74 5.64 -2.08
O 2.38 -4.50 10.10
O -0.81 -0.36 3.02
O 6.78 2.25 0.47
O -6.47 1.98 -2.98
O -1.04 -3.01 -6.21
O 1.41 1.95 -0.93
O -1.29 0.58 2.16
O -2.66 5.85 0.28
O 6.14 -4.77 6.80
O 1.35 4.22 1.57
O 1.05 -6.97 -8.37
O -2.01 0.88 -5.76
N 2.11 -2.72 12.35
N -0.84 3.00 1.85
N -0.98 3.05 -5.88
N -1.83 2.87 -6.95
N 4.38 3.76 0.01
N -3.59 -1.98 -5.37
N -8.86 3.51 -3.47
N 3.36 -5.57 -7.37
C -7.83 3.40 -4.51
C -1.47 5.03 0.43
C -6.71 3.93 1.67
C 0.95 -3.00 11.49
C -6.45 3.05 -3.92
C 4.91 -4.27 7.39
C 0.50 2.81 -0.22
C -4.08 3.82 2.17
C 4.16 2.00 5.19
C 1.88 -5.81 10.33
C -1.11 1.83 -5.18
C 6.79 3.32 -0.46
C -4.07 -3.89 -6.82
C -1.48 1.25 -0.91
C 4.93 2.68 -2.11
C -3.43 -2.50 -6.73
C 1.38 -3.48 10.09
C -2.70 6.50 -0.97
C -1.25 1.90 2.77
C -5.31 4.77 1.77
C -1.80 3.46 0.76
C 5.40 3.67 -1.05
C 0.02 -3.97 12.22
C 4.92 -2.66 7.60
C 5.04 -0.32 6.26
C 3.28 -5.14 -9.77
C 6.02 -5.01 5.38
C -1.08 2.76 -0.53
C -4.19 3.24 -0.47
C -6.47 0.69 -3.56
C 4.57 -1.89 6.24
C -0.95 -4.43 -6.20
C -8.30 2.41 -5.58
C 3.80 0.53 5.70
C -1.82 1.03 -2.48
C 0.60 2.98 1.38
C 3.73 2.26 3.64
C 2.13 2.29 3.50
C -1.95 -2.48 -7.17
C 6.78 0.96 -0.11
C 1.61 1.90 2.01
C -3.36 3.08 0.91
C 0.29 -6.24 -9.31
C 2.36 -7.33 -8.82
C 3.41 -6.21 -8.69
C -2.46 1.60 -6.89
H -5.71 2.87 -4.70
H -8.68 1.48 -5.15
H 0.51 -3.79 9.49
H 1.25 0.82 1.97
H 3.33 -0.10 4.85
H -0.79 3.81 2.51
H 4.66 4.49 0.66
H -5.16 -3.80 -6.77
H -7.34 4.23 0.77
H -0.67 0.47 -0.67
H 4.95 -5.17 5.01
H 4.24 1.46 3.02
H 4.10 3.11 -2.68
H -6.43 2.82 1.64
H 2.68 -2.00 11.91
H -5.47 5.48 2.67
H 2.46 -4.45 -9.58
H 0.84 3.85 -0.59
H -7.50 0.36 -3.75
H 4.56 1.74 -1.68
H 3.55 -6.27 -6.66
H -0.77 -6.41 -9.10
H 0.47 -5.17 -9.20
H 0.49 -6.56 -10.34
H 4.39 -6.67 -8.81
H 4.85 -4.75 8.44
H -2.23 -0.03 -2.64
H 5.76 0.62 -0.29
H 5.73 2.45 -2.82
H 2.67 -8.16 -8.17
H 0.40 -2.07 11.36
H 4.20 -4.54 -9.81
H -2.30 2.05 3.23
H -0.82 5.52 1.24
H -4.34 3.09 3.00
H 5.97 -0.23 5.59
H -0.76 -4.34 11.55
H 1.83 -2.64 9.57
H -5.13 5.45 0.88
H 7.36 0.93 -1.04
H -6.10 3.92 -3.36
H 7.23 0.26 0.60
H 0.55 -4.83 12.63
H -3.77 -4.54 -5.99
H -2.42 0.86 -0.36
H -7.49 2.17 -6.28
H -0.22 -0.93 2.47
H 2.39 -5.30 -7.20
H -8.81 2.65 -2.91
H 7.14 4.20 0.10
H -3.27 4.52 2.61
H -0.87 5.14 -0.55
H -1.70 -4.85 -5.53
H 5.94 -2.35 8.00
H -2.93 -2.49 -4.77
H 6.45 -4.13 4.77
H -1.06 -4.85 -7.20
H -9.12 2.85 -6.16
H 2.32 -7.74 -9.83
H 3.13 -5.58 -10.76
H -1.65 -1.44 -7.30
H 2.71 -3.55 12.32
H 4.45 2.91 0.57
H -0.56 1.80 3.69
H 5.25 2.26 5.38
H 3.96 -4.61 6.84
H -3.98 -1.85 -7.42
H -5.89 0.65 -4.49
H -0.47 -3.47 13.06
H -7.28 4.09 2.66
H -4.35 4.32 -0.78
H -8.59 4.24 -2.82
H -2.62 1.74 -2.88
H 2.25 4.10 1.17
H 5.23 -0.04 7.35
H -5.22 2.74 -0.31
H 0.03 -4.70 -5.81
H 3.53 2.73 5.83
H -7.74 4.38 -5.00
H 2.56 1.94 1.36
H -1.81 -2.97 -8.14
H 3.42 -1.88 6.17
H -1.22 3.29 -1.55
H 4.94 -2.45 5.32
H 2.57 -6.52 9.87
H 1.41 1.04 -0.57
H -3.82 -4.38 -7.76
H -6.03 -0.01 -2.85
H -3.72 2.70 -1.35
H 1.74 1.43 4.17
H 5.49 4.64 -1.53
H -3.23 1.11 -7.56
H 2.99 0.57 6.53
H 6.62 -5.95 5.12
H 4.15 -2.47 8.44
H 1.85 -6.02 11.40
H -3.45 1.95 1.16
H 4.10 3.33 3.41
H 7.53 3.14 -1.25
H 0.89 -5.96 9.88
H 1.63 3.24 3.91
H -3.26 -1.02 -5.34



[2]
14
Properties=species:S:1:pos:R:3 method="wB97M-V/def2-TZVPD" charge=+1 homo_ev=-14.75 de_lowest_kj_mol=106.8 e_lumo_ev=-3.6 homo_lumo_gap_ev=11.13
O 0.11 -1.21 0.56
N 0.49 1.20 -0.91
C -0.85 -2.18 0.06
C 0.33 1.85 0.38
H 1.05 1.70 -1.60
H -0.65 -3.15 0.51
H 0.27 1.12 1.18
H -1.83 -1.79 0.28
H -0.51 2.50 0.57
H -0.67 -2.26 -1.01
H 1.24 2.37 0.67
H -0.40 0.93 -1.34
H 0.41 -1.40 1.47
H 1.00 0.31 -0.82



[3]
14
Properties=species:S:1:pos:R:3 method="wB97M-V/def2-TZVPD" multiplicity=2 homo_ev="-4.88 / -6.61" de_lowest_kj_mol=459.9 e_lumo_ev="-1.1 / -1.3" homo_lumo_gap_ev="3.75 / 5.36"
Hg 0.29 0.99 -1.21
O -1.63 0.07 -0.36
O 0.87 0.69 0.77
C -1.27 0.49 -2.66
C -2.10 0.48 -1.56
C 1.83 -0.09 1.23
C 1.73 -0.90 2.33
Li -1.45 -1.91 -1.99
Li -1.06 0.75 1.20
H 1.92 -1.97 2.23
H -3.20 0.56 -1.48
H 2.83 0.00 0.77
H 1.83 -0.49 3.34
H -0.60 1.36 -2.61



[4]
13
Properties=species:S:1:pos:R:3 method="wB97M-V/def2-TZVPD" charge=-1 homo_ev=-2.55 de_lowest_kj_mol=95.9 e_lumo_ev=4.1 homo_lumo_gap_ev=6.68
S -0.90 -0.10 -2.50
N 1.02 -0.60 0.15
C -0.61 1.61 -1.90
C 0.28 -0.48 1.29
C 0.13 -1.41 2.26
H 0.37 2.01 -2.18
H 0.27 -2.45 1.99
H -1.35 2.35 -2.24
H 1.69 -1.35 0.18
H -0.71 1.58 -0.81
H -0.40 -1.18 3.17
H 0.57 -0.38 -0.76
H -0.36 0.39 1.34



[5]
16
Properties=species:S:1:pos:R:3 method="wB97M-V/def2-TZVPD" homo_ev=-9.05 de_lowest_kj_mol=47.0 e_lumo_ev=0.5 homo_lumo_gap_ev=9.51 smiles="O=C(Cl)Cl.CC(C)=CF"
Cl 0.74 2.50 -1.89
Cl -1.42 3.13 -0.23
F -1.43 -0.04 -1.82
O 0.84 2.19 0.61
C -0.29 -0.82 0.04
C -1.34 -0.22 -0.54
C 0.91 -1.30 -0.71
C -0.02 -0.90 1.53
C 0.12 2.55 -0.27
H 0.05 -1.97 2.03
H 0.79 -1.42 -1.75
H 1.00 -0.40 1.72
H 1.77 -0.76 -0.30
H -0.84 -0.24 1.96
H -2.13 0.08 -0.02
H 1.24 -2.38 -0.36



[6]
44
Properties=species:S:1:pos:R:3 method="wB97M-V/def2-TZVPD" charge=+2 homo_ev=-14.42 e_lumo_ev=-12.1 homo_lumo_gap_ev=2.32
Pd 2.62 3.14 1.31
Br -1.28 -2.99 0.12
P -3.44 1.49 -0.19
Si -1.57 0.14 0.19
Si 1.21 0.54 -0.30
F -3.06 -1.65 2.45
F -3.59 0.46 2.76
F 1.86 1.29 1.02
F -2.28 -0.56 4.22
F -0.35 -0.80 2.44
F -1.07 1.26 2.52
O -0.35 1.08 -0.40
O -3.32 2.04 -1.67
N 2.16 0.99 -1.63
N -3.40 2.71 0.91
C 4.76 0.24 0.20
C 4.57 -1.21 0.64
C 3.30 0.05 -1.92
C 4.59 0.51 -1.29
C -4.31 -1.92 -0.55
C -2.62 -0.46 2.92
C -1.81 -1.40 -0.85
C -1.38 -0.02 2.11
C -3.20 -1.53 -1.48
H 5.41 0.05 -1.81
H -5.23 -2.02 -1.10
H -3.42 -0.62 -2.04
H -2.88 2.90 -1.72
H 4.14 -1.24 1.64
H 3.44 0.07 -2.99
H 5.51 -1.73 0.70
H 5.77 0.52 0.45
H -4.50 -1.21 0.25
H 1.57 1.02 -2.45
H 4.67 1.58 -1.44
H 3.90 -1.78 0.01
H -3.10 -2.30 -2.23
H -4.13 -2.88 -0.10
H 3.05 -0.97 -1.67
H -2.47 3.06 1.16
H -1.10 -1.34 -1.67
H 4.14 0.90 0.80
H 1.24 -0.89 0.01
H -4.02 3.49 0.68



[7]
31
Properties=species:S:1:pos:R:3 method="wB97M-V/def2-TZVPD" homo_ev=-10.09 de_lowest_kj_mol=115.6 e_lumo_ev=-0.6 homo_lumo_gap_ev=9.48
O 0.02 -1.77 3.60
O 1.07 -2.36 -0.20
O -2.09 0.04 -2.23
O 2.05 -0.14 1.97
O 1.86 0.03 -1.36
O -4.11 -1.71 1.44
O -1.68 -1.96 -0.27
O 3.12 2.64 -1.01
O -0.76 4.39 0.33
O 0.02 1.89 -2.55
He -0.20 0.70 0.39
H 2.76 0.40 2.31
H 2.11 -0.29 -2.23
H -1.98 -0.61 -1.54
H -1.90 -2.67 -0.87
H 2.75 1.76 -1.09
H 4.07 2.50 -1.02
H 2.40 -0.52 1.17
H 0.59 -1.27 3.03
H -1.18 3.54 0.15
H 0.57 1.47 -1.89
H -0.84 1.49 -2.44
H -4.39 -0.80 1.46
H -1.24 4.73 1.09
H 0.89 -2.95 -0.93
H 0.10 -1.35 4.46
H -0.74 -2.04 -0.14
H 1.32 -2.94 0.52
H 1.75 -0.76 -0.84
H -3.33 -1.71 0.89
H -3.02 0.27 -2.20



[8]
15
Properties=species:S:1:pos:R:3 method="wB97M-V/def2-TZVPD" homo_ev="-6.69 / -6.69" de_lowest_kj_mol=316.7 e_lumo_ev="0.9 / 0.9" homo_lumo_gap_ev="7.54 / 7.54"
N 1.12 0.14 0.37
N -2.40 0.51 -0.17
C 0.07 0.96 0.14
C -1.03 0.08 -0.38
C 2.42 0.35 0.26
C 0.61 -1.18 0.63
C -0.66 -1.24 0.25
H 2.77 1.29 -0.12
H -2.44 1.52 -0.27
H -1.34 -2.08 0.33
H 1.30 -1.92 1.02
H -2.98 0.14 -0.91
H -0.81 -0.08 -1.46
H 3.09 -0.46 0.52
H 0.27 1.97 -0.20



[9]
16
Properties=species:S:1:pos:R:3 method="wB97M-V/def2-TZVPD" charge=-1 homo_ev=-2.60 de_lowest_kj_mol=132.1 e_lumo_ev=3.9 homo_lumo_gap_ev=6.51
S -1.26 -0.95 -1.35
O 2.03 0.90 -1.59
N 1.17 1.53 1.66
C 0.10 -0.66 1.05
C -0.08 0.90 1.02
C -1.19 -1.15 0.45
H 1.06 -0.88 0.39
H 1.24 0.38 -1.55
H 2.07 1.32 -0.80
H 0.43 -1.04 2.05
H -0.18 1.16 0.06
H 1.32 0.93 2.50
H -2.03 -0.57 1.00
H -0.95 1.16 1.62
H -1.28 -2.22 0.72
H 1.12 2.50 1.62



[10]
35
Properties=species:S:1:pos:R:3 method="wB97M-V/def2-TZVPD" charge=+1 homo_ev="-10.92 / -10.95" de_lowest_kj_mol=628.3 e_lumo_ev="-3.9 / -3.9" homo_lumo_gap_ev="6.98 / 7.01"
N 1.57 -0.01 -0.14
N -0.29 -1.13 -1.07
C -2.78 1.24 0.34
C 3.08 -0.32 0.09
C 3.23 -1.77 -0.20
C -3.42 -0.35 -1.60
C 1.09 -0.98 -0.86
C -2.72 -1.30 0.53
C 2.08 2.59 1.81
C 0.84 0.95 0.34
C -2.47 -0.09 -0.38
C 0.90 2.27 0.92
C 2.04 -2.17 -1.12
C -1.04 -0.07 -0.80
H 1.60 -3.13 -0.83
H -2.77 -0.56 -2.41
H 3.09 2.30 1.45
H -3.79 -1.12 0.79
H 3.46 -2.43 0.71
H -3.59 1.15 1.01
H -2.02 -1.33 1.36
H 0.84 2.92 0.06
H -0.52 -1.91 -1.63
H 1.89 2.22 2.81
H -2.07 1.55 1.18
H 4.25 -2.03 -0.66
H 2.37 -2.33 -2.10
H -0.02 2.37 1.39
H 3.67 0.18 -0.63
H -4.26 -1.03 -1.40
H -2.81 -2.29 0.01
H -2.86 2.28 -0.05
H -3.95 0.53 -1.90
H 3.28 0.07 1.17
H 2.11 3.74 1.80



[11]
60
Properties=species:S:1:pos:R:3 method="wB97M-V/def2-TZVPD" homo_ev=-9.32 de_lowest_kj_mol=86.0 e_lumo_ev=-2.4 homo_lumo_gap_ev=6.93
V 4.05 -1.58 2.25
O 4.73 -1.87 -2.13
O 3.40 -2.68 -4.64
O 4.44 -0.47 1.11
O -0.72 2.41 1.90
O -1.61 -0.74 3.84
O -1.40 0.69 -2.19
O 4.49 -3.09 2.02
O 1.29 -2.98 -4.91
O 1.86 -1.28 2.09
O 0.69 1.58 3.29
O 5.56 -3.00 -0.52
O -2.10 -2.25 2.43
O -0.67 1.21 -4.15
N 2.22 -2.37 -4.47
N 4.81 -2.88 -1.47
N -2.42 -1.48 3.32
N -1.01 1.49 -3.02
N 0.42 2.15 2.25
C -0.20 5.40 -1.75
C -3.86 -1.25 3.60
C -6.11 -1.23 2.86
C 1.54 2.40 1.33
C -4.25 -0.60 4.79
C 0.85 -1.04 -0.15
C -6.57 -0.65 4.04
C 1.17 -1.97 1.07
C 3.87 -3.99 -1.85
C -0.64 4.49 -0.83
C 2.02 -1.05 -3.85
C -0.83 2.89 -2.59
C -0.43 3.80 -3.58
C -0.06 5.05 -3.11
C -1.03 3.22 -1.25
C -5.60 -0.31 4.98
C -4.78 -1.61 2.65
H -0.32 3.59 -4.64
H 3.89 -4.80 -1.13
H 2.93 -0.49 -4.03
H -0.49 4.61 0.24
H 0.23 6.32 -1.37
H -6.91 -1.42 2.16
H 1.72 3.46 1.48
H 4.19 -4.46 -2.78
H 1.36 2.08 0.30
H -3.62 -0.42 5.65
H 1.74 -0.56 -0.57
H 1.83 -1.01 -2.78
H 0.47 5.85 -3.60
H -6.06 0.26 5.77
H 2.43 1.88 1.67
H 0.47 -1.66 -0.97
H 0.08 -0.28 -0.01
H 2.88 -3.53 -1.88
H 0.22 -2.41 1.37
H 1.94 -2.62 0.65
H 1.14 -0.62 -4.32
H -4.46 -2.15 1.77
H -7.61 -0.45 4.23
H -1.18 2.42 -0.54



[12]
55
Properties=species:S:1:pos:R:3 method="wB97M-V/def2-TZVPD" charge=+3 homo_ev=-16.90 de_lowest_kj_mol=0.0 e_lumo_ev=-11.2 homo_lumo_gap_ev=5.66
Ge -2.42 -0.98 0.20
Zn 0.67 -0.07 1.47
N 0.91 1.60 0.43
N 2.59 -0.12 1.06
N 0.34 3.55 -0.69
N 1.19 -1.14 3.06
N 3.05 0.65 0.03
C 1.07 -2.28 5.15
C -2.00 1.37 -3.21
C -3.20 -4.92 0.74
C 2.77 4.39 -3.33
C -2.78 2.47 -2.85
C 3.48 2.38 -2.21
C 2.55 -1.25 3.09
C -2.12 -4.76 -1.44
C 3.68 3.34 -3.18
C -3.33 2.58 -1.58
C 0.47 -1.66 4.07
C 2.36 2.46 -1.37
C 2.44 -2.39 5.19
C 1.65 4.49 -2.51
C -1.79 0.35 -2.30
C -2.76 -5.51 -0.45
C -2.35 -2.81 -0.05
C -3.10 1.57 -0.65
C -2.35 0.44 -1.02
C 3.20 -1.86 4.14
C 2.14 1.51 -0.29
C 3.31 -0.62 1.98
C 1.47 3.51 -1.55
C 0.10 2.62 0.19
C -1.91 -3.42 -1.25
C -2.97 -3.58 0.95
H -1.21 -0.52 -2.60
H -3.29 -3.12 1.88
H 0.95 5.30 -2.63
H -2.96 3.25 -3.58
H -1.42 -2.84 -2.02
H 4.40 -0.55 2.00
H -3.95 3.43 -1.32
H -2.96 -0.56 1.57
H -1.80 -5.24 -2.35
H 4.28 -1.93 4.15
H -0.28 4.35 -0.75
H 2.94 5.15 -4.08
H 0.45 -2.67 5.95
H 4.55 3.29 -3.82
H -0.60 -1.56 4.00
H -0.81 2.73 0.77
H -3.71 -5.52 1.48
H 2.94 -2.86 6.03
H -2.92 -6.57 -0.60
H -1.59 1.30 -4.21
H 4.19 1.57 -2.07
H -3.55 1.65 0.34